Version A
11
Properties=species:S:1:pos:R:3 method="wB97M-V/def2-TZVPD" e_lumo_ev="-2.01 / -2.01" orbital_gap_ev="7.061 / 7.062" spin_multiplicity=1
C 0.711 -0.218 0.774
C 0.305 -1.235 1.815
N -1.451 0.072 -0.991
F 1.109 -1.231 2.892
F 0.379 -2.425 1.255
F -0.961 -1.012 2.407
S 0.995 1.193 1.662
H -0.262 0.234 -0.291
H -2.057 -0.382 -0.314
H -1.916 1.037 -1.301
H 1.457 2.067 0.636


Version B
11
Properties=species:S:1:pos:R:3 method="wB97M-V/def2-TZVPD" e_lumo_ev="-0.62 / -0.48" orbital_gap_ev="9.819 / 7.985" spin_multiplicity=1
C 1.232 0.620 -0.419
C 2.245 -0.362 0.026
N -0.626 -0.732 0.810
F 3.443 -0.102 -0.548
F 1.991 -1.627 -0.278
F 2.508 -0.371 1.330
S 0.980 2.188 0.189
H 0.577 0.471 -1.218
H -0.396 -1.705 0.442
H 0.044 -0.463 1.589
H -0.046 2.399 -0.441


Among the structures shown above, version B is the most stable, with the second-best lying 21.5 kcal/mol higher.